(1)
# C32H29BrCl5GdN4O2

C32H29BrCl5GdN4O2 as an isolated structure at a distorted geometry (ωB97M-V/def2-TZVPD, the Open Molecules 2025 dataset).

The total energy is -7247.01463 Eh. As for the largest force on an atom: 0.022 hartree/bohr. The gap between HOMO and LUMO (spin up / spin down) is 0.297 / 0.232 hartree. The molar mass is 916.03 g mol⁻¹. The value obtained for the energy above the lowest of the compared OMol25 structures with the same formula, charge and spin is 6.4 kcal/mol. Its HOMO energy (spin up / spin down) is -0.28499 / -0.28494 Ha.

```
! RIJCOSX wB97M-V def2-TZVPD def2/J DEFGRID3
* xyz 0 8
Gd 0.0624 -0.4094 0.0348
C 2.3329 -0.2631 -2.4245
N 1.8872 0.9726 -1.7493
C 3.0997 1.6149 -1.2151
C 2.9072 2.6308 -0.0959
C 2.7334 2.0229 1.2855
N 1.4270 1.4045 1.5111
C 0.7559 1.8989 2.4793
C -0.4956 1.3978 3.0369
C -1.2649 2.2617 3.8350
C -2.4184 1.8354 4.4490
C -2.8018 0.4955 4.2954
C -2.0494 -0.3797 3.5464
C -0.8761 0.0459 2.8904
O -0.1646 -0.7893 2.1736
C 1.2396 1.8132 -2.7717
C 0.4023 2.9986 -2.2919
C -0.6754 2.6383 -1.2496
N -1.0396 1.2338 -1.3801
C -1.9309 0.9288 -2.2417
C -2.2631 -0.4011 -2.7126
C -3.4556 -0.5486 -3.4450
C -3.8452 -1.7620 -3.9553
C -2.9980 -2.8659 -3.7670
C -1.8064 -2.7450 -3.0890
C -1.4044 -1.5160 -2.5261
O -0.2763 -1.4327 -1.8754
H 3.1949 -0.0639 -3.0762
H 1.5256 -0.6842 -3.0054
H 2.6315 -1.0015 -1.6810
H 3.6458 2.0763 -2.0505
H 3.7469 0.8196 -0.8340
H 2.0733 3.3058 -0.2948
H 3.8071 3.2502 -0.0641
H 2.9197 2.7915 2.0424
H 3.4982 1.2514 1.4266
H 1.1504 2.7917 2.9803
H -0.9303 3.2875 3.9577
H -3.0109 2.5135 5.0503
H -3.7072 0.1406 4.7772
H -2.3406 -1.4168 3.4259
H 0.5853 1.1534 -3.3372
H 2.0011 2.1795 -3.4755
H -0.0927 3.3855 -3.1870
H 1.0238 3.8138 -1.9206
H -1.5474 3.2806 -1.3907
H -0.3004 2.8073 -0.2403
H -2.4994 1.7411 -2.7113
H -4.0851 0.3268 -3.5849
H -4.7771 -1.8642 -4.4961
H -3.2846 -3.8332 -4.1657
H -1.1525 -3.5971 -2.9378
Cl -3.8312 0.8090 0.3748
C -3.5016 -0.9134 0.3503
C -2.1976 -1.3572 0.3367
C -2.0147 -2.7237 0.3854
Cl -0.3586 -3.3177 0.4286
C -3.0511 -3.6437 0.3881
Cl -2.7290 -5.3355 0.4150
C -4.3581 -3.1644 0.3500
Cl -5.6796 -4.2674 0.3134
C -4.5871 -1.7879 0.3410
Cl -6.1986 -1.1804 0.2977
Br 5.1670 -1.9704 -1.0718
C 4.5356 -1.5929 0.6823
C 5.4802 -1.2130 1.6235
C 5.0378 -0.9830 2.9160
C 3.6961 -1.1574 3.2031
C 2.8395 -1.5280 2.1809
N 3.2415 -1.7119 0.9101
H 6.5199 -1.1196 1.3464
H 5.7391 -0.6833 3.6858
H 3.3045 -1.0135 4.2026
H 1.7889 -1.6806 2.3853
*
```


(2)
# C25H57FNO7S

A 7-piece molecular cluster, C25H57FNO7S overall at a distorted geometry (ωB97M-V/def2-TZVPD, the Open Molecules 2025 dataset).

The total energy is -2065.90079 Eh. As for the largest force on an atom: 0.021 hartree/bohr. The gap between HOMO and LUMO is 0.323 hartree. The molar mass is 534.80 g mol⁻¹. Its HOMO energy is -0.40696 Ha.

```
! RIJCOSX wB97M-V def2-TZVPD def2/J DEFGRID3
* xyz 1 1
C 0.5864 -4.0953 4.0855
C 1.7036 -3.5993 3.1739
F 1.8115 -4.5444 2.1480
C 1.4489 -2.2428 2.4727
S -0.2020 -1.5474 2.7463
C -0.6379 -0.3912 1.4048
C -2.1622 -0.4893 1.2264
C -2.6462 -1.8162 0.6161
N -1.7790 -2.3501 -0.4252
C -2.2155 -3.7067 -0.8270
C -1.2359 -4.7984 -0.4302
C -0.2290 -5.1334 -1.3182
C 0.6670 -6.1342 -1.0346
C 0.5811 -6.8284 0.1570
C -0.3961 -6.4863 1.0654
C -1.2922 -5.4924 0.7743
O -2.2627 -5.1759 1.7162
H 0.8808 -4.9723 4.6681
H 0.2242 -3.3471 4.8021
H -0.2419 -4.4156 3.4354
H 2.6750 -3.6169 3.6784
H 2.1394 -1.5064 2.9012
H 1.6871 -2.3019 1.4067
H -1.0728 -2.5793 2.5846
H -0.1296 -0.6620 0.4735
H -0.3330 0.6196 1.6846
H -2.6054 -0.4367 2.2357
H -2.5792 0.3714 0.6951
H -2.7577 -2.5797 1.4176
H -3.6608 -1.6530 0.2344
H -0.8216 -2.4660 -0.1094
H -3.2054 -3.9673 -0.4247
H -2.2960 -3.7298 -1.9270
H -0.1361 -4.6070 -2.2673
H 1.4636 -6.4007 -1.7252
H 1.2732 -7.6313 0.3918
H -0.4584 -7.0306 2.0052
H -3.0551 -4.9075 1.2349
C -4.0205 -2.8143 -5.8880
C -2.7794 -2.9951 -5.0388
O -2.8167 -4.2498 -4.3485
H -4.9169 -2.8605 -5.2678
H -4.0003 -1.8560 -6.4077
H -4.0998 -3.6134 -6.6296
H -2.7148 -2.2075 -4.2867
H -1.8831 -2.9561 -5.6579
H -2.8648 -4.9476 -5.0090
C -3.2588 1.8813 -1.8163
C -2.9148 1.0779 -3.0581
O -4.0933 0.6691 -3.7407
H -3.8816 1.2894 -1.1422
H -2.3550 2.1894 -1.2847
H -3.8292 2.7746 -2.0783
H -2.3628 0.1764 -2.7875
H -2.2968 1.6685 -3.7435
H -4.5791 1.4612 -3.9924
C 0.3214 0.7987 -5.9515
C -0.3703 -0.5111 -5.6210
O -1.0178 -1.0401 -6.7745
H -0.4000 1.5240 -6.3301
H 0.8124 1.2173 -5.0706
H 1.0715 0.6535 -6.7321
H -1.1313 -0.3583 -4.8569
H 0.3499 -1.2478 -5.2466
H -0.3435 -1.1848 -7.4463
C 3.9538 2.6475 3.2425
C 3.2251 1.3687 3.5853
O 2.5243 0.8540 2.4399
H 3.2545 3.3961 2.8848
H 4.4759 3.0432 4.1130
H 4.6830 2.4753 2.4445
H 2.4864 1.5486 4.3651
H 3.9263 0.6058 3.9407
H 3.1785 0.6879 1.7525
C 0.9752 6.6795 3.6151
C 0.8831 5.1665 3.6034
O 1.9682 4.5814 4.3275
H 1.9194 7.0096 3.1752
H 0.1532 7.1268 3.0540
H 0.9439 7.0571 4.6413
H 0.9341 4.7883 2.5815
H -0.0605 4.8319 4.0489
H 1.9200 4.9053 5.2328
C 4.9928 9.5677 2.0358
C 4.3981 8.2024 2.3230
O 3.0568 8.1158 1.8395
H 4.3914 10.3500 2.5000
H 6.0136 9.6378 2.4141
H 5.0051 9.7653 0.9613
H 4.3680 8.0166 3.3963
H 4.9959 7.4148 1.8530
H 3.0792 8.2690 0.8894
*
```


(3)
# C28H32GeLiNO3PS2Se

C28H32GeLiNO3PS2Se as an isolated structure (ωB97M-V/def2-TZVPD, the Open Molecules 2025 dataset).

The total energy is -6990.43223 Eh. As for the largest force on an atom: 0.012 hartree/bohr. The gap between HOMO and LUMO is 0.239 hartree. The molar mass is 684.19 g mol⁻¹. The value obtained for the energy above the lowest of the compared OMol25 structures with the same formula, charge and spin is 4.6 kcal/mol. Its HOMO energy is -0.14987 Ha.

```
! RIJCOSX wB97M-V def2-TZVPD def2/J DEFGRID3
* xyz -1 1
Li 0.0079 -0.9358 -0.2354
O 1.8898 2.2463 -0.2225
S 0.6966 1.4355 -0.2413
O 0.4956 0.6136 -1.4424
O 0.4922 0.5768 0.9447
C -0.6642 2.5977 -0.2217
C -0.3879 3.9505 -0.0663
C -1.4307 4.8620 -0.0549
C -2.7397 4.4202 -0.2077
C -3.0081 3.0680 -0.3451
C -1.9762 2.1321 -0.3496
P -2.2728 0.3014 -0.3610
C -3.4572 0.0937 -1.7448
C -3.5824 1.0057 -2.7923
C -4.4114 0.7336 -3.8741
C -5.1148 -0.4603 -3.9342
C -4.9520 -1.4010 -2.9250
C -4.1215 -1.1343 -1.8467
C -3.3475 0.2897 1.1387
C -2.6947 0.5921 2.3375
C -3.3804 0.5682 3.5408
C -4.7273 0.2239 3.5710
C -5.3790 -0.0852 2.3882
C -4.6940 -0.0471 1.1770
H 0.6432 4.2595 0.0375
H -1.2256 5.9172 0.0766
H -3.5545 5.1344 -0.2094
H -4.0329 2.7290 -0.4465
H -3.0242 1.9328 -2.7698
H -4.5016 1.4585 -4.6746
H -5.7814 -0.6588 -4.7649
H -5.4630 -2.3542 -2.9852
H -3.9581 -1.8889 -1.0828
H -1.6349 0.8233 2.3186
H -2.8590 0.8047 4.4604
H -5.2604 0.1867 4.5137
H -6.4254 -0.3662 2.4033
H -5.2235 -0.2854 0.2637
S -2.0676 -2.8066 1.0065
C -0.8102 -3.6572 0.2019
C -0.7711 -5.0788 0.2095
C 0.2269 -5.7569 -0.4393
C 1.2178 -5.0361 -1.1125
C 1.1379 -3.6641 -1.0733
N 0.1740 -2.9716 -0.4416
H -1.5551 -5.5954 0.7449
H 0.2497 -6.8420 -0.4288
H 2.0193 -5.5259 -1.6491
H 1.8865 -3.0637 -1.5719
C 7.7822 0.8153 0.4191
Ge 5.8143 0.8130 0.3420
C 5.0481 1.3915 2.0413
C 5.1986 2.0081 -1.0687
C 5.2048 -0.9981 -0.0723
Se 3.2421 -0.9795 -0.1195
C 2.9604 -1.6699 1.6753
H 8.1589 1.8115 0.6620
H 8.1946 0.5186 -0.5479
H 8.1431 0.1155 1.1763
H 5.4728 2.3473 2.3540
H 5.2103 0.6618 2.8359
H 3.9733 1.5203 1.8887
H 5.5738 3.0213 -0.9144
H 4.1053 2.0309 -1.0384
H 5.5191 1.6622 -2.0534
H 5.5183 -1.7476 0.6535
H 5.5553 -1.3101 -1.0566
H 3.5666 -1.1048 2.3797
H 3.2032 -2.7289 1.7183
H 1.9077 -1.5200 1.9051
*
```


(4)
# C3H16O5

A 5-piece molecular cluster, C3H16O5 overall at a distorted geometry (ωB97M-V/def2-TZVPD, the Open Molecules 2025 dataset).

The total energy is -500.06039 Eh. As for the largest force on an atom: 0.057 hartree/bohr. The gap between HOMO and LUMO is 0.392 hartree. The molar mass is 132.16 g mol⁻¹. The value obtained for the energy above the lowest of the compared OMol25 structures with the same formula, charge and spin is 27.1 kcal/mol. Its HOMO energy is -0.37890 Ha.

```
! RIJCOSX wB97M-V def2-TZVPD def2/J DEFGRID3
* xyz 0 1
C -0.8680 -0.7609 2.4150
C 0.2172 -0.1084 1.4933
C -0.2060 1.3072 1.0571
O 1.0037 2.0790 1.3038
H -0.2989 -1.5637 2.9460
H -1.2202 -0.1018 3.2034
H -1.5886 -1.4214 1.9465
H 0.2338 -0.8241 0.6755
H 1.1811 -0.1819 1.9975
H -0.9709 1.7384 1.7131
H -0.4746 1.4473 0.0195
H 0.9170 3.0240 1.1148
O -2.1318 -0.2345 -0.2562
H -2.8972 -0.8016 -0.3419
H -1.5272 -0.3012 -1.0254
O -1.4595 -0.2986 -2.9849
H -1.2155 -0.7850 -3.7693
H -2.0334 0.4359 -3.2746
O 2.0859 -2.0596 -2.1648
H 1.2087 -2.4254 -1.9545
H 2.0395 -1.2393 -1.6816
O 2.4579 0.9549 -1.1305
H 2.1437 1.2075 -0.2432
H 3.4035 0.9133 -1.0583
*
```


(5)
# C6H11N

C6H11N as an isolated structure at a distorted geometry (ωB97M-V/def2-TZVPD, the Open Molecules 2025 dataset).

The total energy is -289.78671 Eh. As for the largest force on an atom: 0.148 hartree/bohr. The gap between HOMO and LUMO is 0.326 hartree. The molar mass is 97.16 g mol⁻¹. The value obtained for the energy above the lowest of the compared OMol25 structures with the same formula, charge and spin is 116.1 kcal/mol. Its HOMO energy is -0.28984 Ha.

```
! RIJCOSX wB97M-V def2-TZVPD def2/J DEFGRID3
* xyz 0 1
C 0.3057 0.2874 0.2088
C 0.4659 1.3862 -0.8216
C 2.1509 -0.2378 0.6624
C -0.0535 -0.9949 -0.1997
C -1.9144 -0.3557 -0.3419
C -2.6874 0.0489 0.6522
N 0.1470 -2.1013 -0.6712
H -0.0483 0.5716 1.1926
H 1.0885 -2.4814 -0.6223
H -2.3331 -0.6942 -1.2866
H 1.2355 2.0834 -0.4932
H 0.7660 0.9797 -1.7860
H -0.4761 1.9189 -0.9395
H 2.7183 -0.4257 -0.2474
H 2.1705 -1.0859 1.3447
H 2.5177 0.6569 1.1599
H -3.7729 0.0407 0.5935
H -2.2802 0.4033 1.5953
*
```